[1]
This record from OMol25 describes a 2-piece molecular cluster, C4H9N3O overall. The level of theory is ωB97M-V/def2-TZVPD.

Last column: natural (NBO) charge in e.
Element x y z (Å)
1 C -1.463 -0.242 -1.721  -0.38
2 C -1.172 0.903 -1.112  -0.24
3 C 0.104 1.242 -0.488  0.27
4 C 0.255 2.335 0.266  -0.47
5 O 1.171 0.411 -0.681  -0.69
6 H -2.433 -0.408 -2.159  0.21
7 H -0.773 -1.070 -1.805  0.19
8 H -1.914 1.687 -1.057  0.22
9 H 1.215 2.595 0.676  0.21
10 H -0.568 3.001 0.445  0.20
11 H 0.934 -0.258 -1.336  0.48
12 H 1.529 -1.888 0.250  0.28
13 N 0.671 -2.530 0.251  -0.37
14 N 0.103 -2.394 1.309  0.07
15 N 0.666 -1.390 2.140  -0.73
16 H 1.607 -0.994 2.166  0.37
17 H 0.068 -1.001 2.856  0.38

Properties
2S+1: 1
Gap between HOMO and LUMO in eV: 9.663
E_LUMO in eV: 0.902
SMILES: C=CC(=C)O.[H]/N=N\N

---

[2]
This record from OMol25 describes a 2-piece molecular cluster, CNO2S2 overall. The level of theory is ωB97M-V/def2-TZVPD.

Last column: natural (NBO) charge in e.
Element x y z (Å)
1 C 2.514 0.667 -0.606  -0.13
2 N 2.281 0.425 0.476  -0.74
3 O -0.923 -0.825 -1.363  -0.80
4 O -1.164 -1.282 1.085  -0.81
5 S -1.903 1.352 0.405  -0.36
6 S -0.805 -0.336 0.002  1.84

Properties
2S+1: 1
Gap between HOMO and LUMO in eV: 5.341
E_LUMO in eV: 0.160
Charge: -1

---

[3]
This record from OMol25 describes a 2-piece molecular cluster, C3H10NO overall. The level of theory is ωB97M-V/def2-TZVPD.

Last column: natural (NBO) charge in e.
Element x y z (Å)
1 C -0.253 2.043 -1.494  -0.26
2 O -0.822 0.721 -1.305  -0.78
3 H -0.233 2.312 -2.547  0.21
4 H 0.787 2.030 -1.153  0.17
5 H -0.842 2.771 -0.956  0.20
6 H -1.518 0.647 -1.972  0.51
7 C -0.202 -1.146 1.225  -0.08
8 C 0.045 -2.365 1.653  -0.32
9 N 0.798 -0.331 0.558  -0.71
10 H -1.174 -0.686 1.309  0.24
11 H -0.774 -2.916 2.060  0.25
12 H 1.031 -2.799 1.554  0.22
13 H 1.690 -0.810 0.403  0.44
14 H 1.029 0.540 1.034  0.44
15 H 0.439 -0.012 -0.368  0.48

Properties
2S+1: 1
Gap between HOMO and LUMO in eV: 11.902
E_LUMO in eV: -3.327
Charge: +1

---

[4]
This record from OMol25 describes a 2-piece molecular cluster, C10H18N3O overall. The level of theory is ωB97M-V/def2-TZVPD.

Last column: natural (NBO) charge in e.
Element x y z (Å)
1 C -0.362 -2.406 -1.117  -0.21
2 C 0.472 -2.738 0.108  -0.65
3 C -0.338 -0.948 -3.059  0.69
4 N 0.270 -1.196 -1.870  -0.61
5 N -1.475 -1.494 -3.535  -0.75
6 N 0.334 -0.157 -3.879  -0.73
7 H -0.509 -3.187 -1.861  0.21
8 H -1.416 -2.084 -0.917  0.18
9 H -0.285 -2.881 0.899  0.23
10 H 1.051 -1.903 0.575  0.25
11 H 0.240 -0.454 -1.174  0.44
12 H -2.034 -2.106 -2.968  0.43
13 H -1.644 -1.541 -4.525  0.43
14 H 1.201 0.209 -3.501  0.43
15 H 0.206 -0.008 -4.874  0.43
16 H 0.917 -3.693 -0.133  0.25
17 C -0.713 -0.364 3.097  -0.64
18 C 1.273 2.832 2.360  -0.29
19 C 0.937 3.022 1.012  0.31
20 C 0.631 1.804 3.033  -0.18
21 C -0.152 0.840 2.404  -0.05
22 C -0.157 2.318 0.496  -0.31
23 C -0.705 1.268 1.184  -0.22
24 O 1.496 3.986 0.248  -0.66
25 H 1.912 3.492 2.961  0.23
26 H 0.800 1.735 4.101  0.22
27 H -0.631 2.744 -0.394  0.22
28 H 2.354 4.183 0.637  0.49
29 H -0.926 -1.179 2.415  0.21
30 H -1.428 -0.059 3.845  0.24
31 H -1.553 0.696 0.826  0.20
32 H 0.231 -0.733 3.606  0.22

Properties
2S+1: 1
Gap between HOMO and LUMO in eV: 7.752
E_LUMO in eV: -3.020
Charge: +1

---

[5]
This record from OMol25 describes C7H8IPS as an isolated structure. The level of theory is ωB97M-V/def2-TZVPD.

Last column: natural (NBO) charge in e.
Element x y z (Å)
1 C -1.677 1.479 1.319  -0.18
2 C -1.190 0.464 2.166  -0.19
3 C -0.939 1.965 0.269  -0.22
4 C -0.092 -0.235 1.701  -0.19
5 C 0.204 1.351 -0.189  -0.17
6 C 0.610 0.174 0.542  -0.45
7 C 1.553 -1.539 -1.926  -0.75
8 P 1.979 -0.949 0.305  0.95
9 S 2.461 -2.438 1.487  -0.45
10 I 3.829 0.723 -0.034  -0.12
11 H -2.500 1.991 1.789  0.22
12 H -1.755 0.206 3.013  0.22
13 H -1.449 2.788 -0.356  0.22
14 H 0.224 -1.128 2.226  0.24
15 H 0.677 1.716 -1.119  0.24
16 H 2.050 -2.478 -2.264  0.22
17 H 0.524 -1.586 -2.042  0.19
18 H 1.896 -0.733 -2.685  0.21

Properties
2S+1: 1
Gap between HOMO and LUMO in eV: 8.367
E_LUMO in eV: -0.536

---

[6]
This record from OMol25 describes a 2-piece molecular cluster, C4H12N2O overall. The level of theory is ωB97M-V/def2-TZVPD.

Last column: natural (NBO) charge in e.
Element x y z (Å)
1 C 1.380 1.912 0.075  -0.43
2 N 1.062 0.576 -0.586  -0.63
3 C 1.768 -0.500 -0.039  0.66
4 C 1.104 -1.862 -0.277  -0.73
5 O 2.824 -0.212 0.596  -0.63
6 H 2.210 2.398 -0.664  0.22
7 H 0.415 2.439 -0.064  0.19
8 H 1.643 1.776 1.207  0.23
9 H 0.025 0.386 -0.728  0.39
10 H 0.005 -1.939 -0.651  0.23
11 H 0.907 -2.292 0.799  0.24
12 H 1.753 -2.558 -0.817  0.25
13 C -3.585 -0.198 0.740  -0.39
14 N -3.243 0.162 -0.571  -0.84
15 H -3.551 0.930 1.260  0.18
16 H -4.566 -0.535 0.880  0.17
17 H -2.845 -0.898 1.201  0.19
18 H -3.671 -0.385 -1.256  0.35
19 H -3.653 1.101 -0.831  0.35

Properties
2S+1: 1
Gap between HOMO and LUMO in eV: 10.188
E_LUMO in eV: 0.683
SMILES: CNC(C)=O.CN

---

[7]
This record from OMol25 describes C5H5NO as an isolated structure. The level of theory is ωB97M-V/def2-TZVPD.

Last column: natural (NBO) charge in e.
Element x y z (Å)
1 O 0.584 1.743 -1.382  -0.51
2 C 1.042 1.502 -0.284  0.38
3 C 0.796 0.204 0.437  -0.34
4 C -0.618 -1.085 0.995  -0.19
5 C -0.082 -0.732 -0.313  -0.41
6 C -1.248 -0.084 -0.914  0.30
7 N -2.309 0.277 -1.194  -0.32
8 H 1.829 2.167 0.127  0.14
9 H 1.579 -0.084 1.124  0.24
10 H -1.336 -0.474 1.510  0.23
11 H -0.632 -2.148 1.272  0.22
12 H 0.362 -1.507 -0.935  0.26

Properties
2S+1: 1
Gap between HOMO and LUMO (spin up / spin down) in eV: 8.097 / 8.193
E_LUMO (spin up / spin down) in eV: -1.187 / -1.102

---

[8]
This record from OMol25 describes C17H21CoF4N7O3 as an isolated structure. The level of theory is ωB97M-V/def2-TZVPD.

Last column: natural (NBO) charge in e.
Element x y z (Å)
1 Co 0.535 -0.202 -0.320  1.51
2 C 2.496 -1.799 2.058  -0.64
3 C 1.075 -1.362 2.366  -0.23
4 N 0.083 -1.601 1.266  -0.53
5 C 0.040 -3.061 0.988  -0.23
6 C -0.695 -3.472 -0.274  -0.62
7 C -1.245 -1.177 1.749  -0.23
8 C -1.418 0.333 1.814  -0.28
9 N -0.995 0.938 0.558  -0.46
10 C -1.424 2.148 0.192  0.03
11 C -1.072 2.633 -1.102  0.36
12 F -0.314 1.854 -1.885  -0.31
13 C -1.467 3.855 -1.575  0.35
14 F -1.101 4.226 -2.793  -0.27
15 C -2.219 4.708 -0.784  -0.24
16 C -2.563 4.295 0.494  0.32
17 F -3.260 5.106 1.279  -0.27
18 C -2.190 3.063 0.982  0.38
19 F -2.514 2.761 2.233  -0.28
20 H 3.166 -1.300 2.755  0.25
21 H 2.802 -1.509 1.052  0.24
22 H 2.636 -2.871 2.184  0.21
23 H 1.063 -0.296 2.584  0.21
24 H 0.707 -1.884 3.259  0.19
25 H -0.405 -3.556 1.860  0.19
26 H 1.066 -3.408 0.916  0.23
27 H -1.717 -3.090 -0.316  0.20
28 H -0.766 -4.559 -0.304  0.25
29 H -0.147 -3.162 -1.163  0.20
30 H -1.431 -1.593 2.747  0.21
31 H -2.004 -1.588 1.083  0.20
32 H -0.830 0.771 2.627  0.24
33 H -2.464 0.541 2.033  0.23
34 H -2.510 5.684 -1.144  0.27
35 C 2.094 -2.207 -4.915  -0.28
36 O 2.430 -1.898 -3.552  -0.45
37 C 1.522 -1.482 -2.704  0.91
38 O 1.840 -1.230 -1.548  -0.70
39 N 0.233 -1.375 -3.124  -0.49
40 N -0.699 -0.864 -2.206  -0.69
41 H 3.026 -2.521 -5.372  0.24
42 H 1.725 -1.319 -5.429  0.19
43 H 1.376 -3.026 -4.958  0.19
44 H -0.036 -1.493 -4.086  0.41
45 H -1.420 -1.556 -2.038  0.39
46 H -1.117 -0.018 -2.580  0.40
47 O 2.014 0.724 0.443  -0.70
48 N 2.559 1.370 1.424  0.06
49 C 2.553 2.662 1.364  -0.11
50 C 3.167 3.396 2.432  0.24
51 N 3.660 3.996 3.277  -0.24
52 C 1.963 3.388 0.280  0.27
53 N 1.477 3.964 -0.589  -0.32

Properties
2S+1: 5
Gap between HOMO and LUMO (spin up / spin down) in eV: 9.038 / 6.367
E_LUMO (spin up / spin down) in eV: -2.814 / -5.578
Charge: +1

---

Number 1: calculated total energy -10808.2636 eV, maximum force 3.4 eV/A. Number 2: calculated total energy -28290.5449 eV, maximum force 5.3 eV/A. Number 3: calculated total energy -6803.1064 eV, maximum force 1.2 eV/A. Number 4: calculated total energy -17173.0460 eV, maximum force 3.3 eV/A. Number 5: calculated total energy -35612.4986 eV, maximum force 4.4 eV/A. Number 6: calculated total energy -9368.6244 eV, maximum force 4.8 eV/A. Number 7: calculated total energy -8798.9861 eV, maximum force 1.4 eV/A. Number 8: calculated total energy -83030.2081 eV, maximum force 0.7 eV/A.